Record 1
Density functional theory data (the ωB97M-V functional and the def2-TZVPD basis) for a molecular structure, C13H31N2O9V.

* HOMO: -0.311 hartree
* DFT total energy: -61072.02915 eV
* energy above the lowest of the compared OMol25 structures with the same formula, charge and spin: 700.7 kJ/mol

Each line ends with the Mulliken charge.
Element x y z (Å)
O 5.72 2.89 -1.60  -0.473
V 4.44 3.88 -1.36  1.383
O 4.14 4.62 -2.73  -0.539
O 2.18 0.75 0.03  -0.255
C 2.94 1.69 -0.44  1.200
O 2.82 1.96 -1.64  -0.811
O 3.66 2.35 0.32  -0.728
H 1.99 0.54 -0.89  0.126
C -0.48 -0.21 -3.13  -0.621
O -1.42 -1.11 -2.44  -0.385
C -1.72 -1.02 -1.07  -0.420
C -3.02 -1.81 -0.77  -0.698
N -4.12 -0.88 -1.25  -0.412
C -5.46 -1.44 -1.17  -0.508
C -6.54 -0.94 -2.19  -0.547
O -6.90 -1.93 -3.17  -0.378
C -8.24 -1.57 -3.74  -0.664
H -0.61 -0.36 -4.20  0.295
H 0.53 -0.22 -2.71  0.164
H -0.79 0.80 -2.88  0.323
H -1.60 -0.01 -0.70  0.364
H -0.90 -1.51 -0.55  0.324
H -3.22 -1.95 0.29  0.384
H -3.03 -2.80 -1.23  0.367
H -3.83 -0.73 -2.20  0.221
H -5.74 -1.24 -0.13  0.270
H -5.37 -2.49 -1.43  0.297
H -6.13 -0.09 -2.74  0.366
H -7.39 -0.42 -1.74  0.441
H -8.55 -2.13 -4.62  0.244
H -8.15 -0.50 -3.93  0.303
H -8.95 -1.76 -2.94  0.275
C 6.70 0.72 1.11  -0.737
O 5.79 0.51 2.15  -0.293
C 5.32 -0.80 2.05  -0.535
C 4.05 -1.13 2.78  -0.845
N 3.03 -0.11 2.58  -0.075
C 1.84 -0.50 3.26  -0.844
C 0.75 0.56 3.08  -0.357
O 1.13 1.96 3.10  -0.305
C 0.03 2.84 3.10  -0.804
H 7.21 1.68 1.07  0.269
H 6.24 0.61 0.13  0.256
H 7.47 -0.05 1.10  0.351
H 6.01 -1.62 2.28  0.409
H 5.03 -0.94 1.01  0.271
H 4.27 -1.49 3.79  0.491
H 3.64 -1.99 2.27  0.368
H 2.71 -0.24 1.63  0.196
H 1.88 -0.81 4.31  0.448
H 1.41 -1.32 2.68  0.308
H 0.05 0.31 3.88  0.489
H 0.19 0.39 2.16  0.147
H -0.34 2.79 4.12  0.322
H -0.79 2.39 2.53  0.302
H 0.12 3.89 2.82  0.259

---

Record 2
Density functional theory data (the ωB97M-V functional and the def2-TZVPD basis) for 4 unconnected molecules or ions with the total composition C13H32NO4S3.

* HOMO: -0.031 hartree
* charge: -1
* DFT total energy: -56174.60640 eV
* energy above the lowest of the compared OMol25 structures with the same formula, charge and spin: 446.9 kJ/mol

Each line ends with the natural charge from an NBO analysis.
Element x y z (Å)
C 2.16 -3.54 0.40  -0.528
C 2.44 -2.52 1.47  -0.117
C 1.53 -1.14 1.66  -0.284
N 0.05 -1.45 1.65  -0.850
C -0.80 -0.23 1.35  -0.223
C -2.21 -0.57 0.58  -0.412
C -2.95 -1.97 1.12  -0.059
O -2.29 -3.18 0.65  -0.568
C -1.86 -4.08 1.72  -0.260
H 2.26 -3.17 -0.72  0.195
H 1.91 -4.65 0.71  0.190
H 3.36 -2.67 2.21  0.165
H 1.80 -0.70 2.71  0.186
H 1.85 -0.39 0.81  0.118
H -0.98 0.40 2.34  0.096
H -0.18 0.46 0.61  0.129
H -2.13 -0.56 -0.59  0.219
H -2.96 0.31 0.86  0.177
H -4.03 -1.94 0.61  0.138
H -3.14 -1.90 2.27  0.166
H -2.10 -3.73 2.81  0.174
H -0.68 -4.21 1.65  0.218
H -2.30 -5.18 1.60  0.135
C -1.69 3.88 -2.15  -0.830
S -3.05 2.70 -1.99  1.225
O -2.52 1.49 -1.28  -0.958
C -3.16 2.30 -3.75  -0.833
H -1.43 4.24 -1.15  0.236
H -0.83 3.39 -2.60  0.234
H -2.01 4.72 -2.76  0.216
H -2.20 1.91 -4.10  0.259
H -3.43 3.19 -4.31  0.219
H -3.93 1.54 -3.88  0.228
C 1.60 1.91 -5.68  -0.828
S 0.16 2.36 -6.69  1.234
O -0.96 2.68 -5.75  -0.990
C -0.13 0.70 -7.35  -0.829
H 1.93 2.80 -5.14  0.242
H 1.32 1.13 -4.96  0.246
H 2.40 1.56 -6.32  0.225
H -0.30 0.00 -6.53  0.241
H 0.73 0.39 -7.94  0.226
H -1.01 0.74 -7.99  0.237
C 4.28 0.64 6.58  -0.834
S 3.16 -0.48 5.69  1.240
O 3.02 0.05 4.30  -0.949
C 1.67 -0.02 6.61  -0.832
H 5.27 0.55 6.15  0.234
H 3.93 1.67 6.48  0.225
H 4.31 0.35 7.64  0.215
H 1.49 1.06 6.51  0.227
H 1.79 -0.28 7.66  0.213
H 0.82 -0.57 6.19  0.257

---

Record 3
Density functional theory data (the ωB97M-V functional and the def2-TZVPD basis) for a molecular structure, C13H32NO7Tl2.

* HOMO: -0.672 hartree
* charge: +3
* DFT total energy: -39170.58640 eV

Each line ends with the natural charge from an NBO analysis.
Element x y z (Å)
Tl -19.52 -29.39 25.71  1.255
Tl -16.90 -25.65 27.48  1.193
C -22.15 -27.91 30.29  -0.619
C -22.54 -29.23 29.61  0.087
C -23.69 -29.98 30.29  -0.442
C -25.05 -29.39 30.02  -0.394
C -25.24 -29.59 28.52  -0.446
C -24.15 -28.89 27.62  0.055
N -22.79 -29.10 28.13  0.305
O -21.79 -28.27 27.47  -0.252
C -24.54 -27.41 27.54  -0.585
C -24.33 -29.51 26.19  -0.581
C -21.25 -30.15 29.85  -0.561
H -22.30 -27.96 31.36  0.273
H -22.82 -27.12 29.95  0.236
H -21.18 -27.41 30.22  0.247
H -23.58 -29.77 31.36  0.257
H -23.96 -31.01 30.05  0.254
H -25.11 -28.34 30.30  0.208
H -25.75 -29.94 30.66  0.262
H -26.25 -29.19 28.45  0.277
H -25.41 -30.66 28.40  0.244
H -24.01 -26.80 26.80  0.249
H -24.42 -26.97 28.53  0.225
H -25.59 -27.25 27.30  0.280
H -25.39 -29.64 25.97  0.276
H -23.90 -30.51 26.20  0.224
H -23.80 -28.94 25.43  0.231
H -20.38 -29.60 29.49  0.200
H -21.42 -31.03 29.24  0.223
H -21.21 -30.55 30.87  0.272
O -18.67 -26.72 25.45  -0.729
H -18.21 -26.63 24.59  0.463
O -18.08 -28.32 27.84  -0.811
H -18.48 -28.83 28.57  0.441
C -17.35 -32.64 26.43  -0.092
C -17.60 -32.00 27.82  -0.087
O -18.97 -31.85 27.98  -0.752
O -18.00 -31.94 25.41  -0.769
H -17.95 -33.55 26.49  0.191
H -16.31 -32.83 26.18  0.212
H -17.16 -31.00 27.86  0.165
H -17.25 -32.64 28.63  0.214
H -19.25 -32.32 28.77  0.496
H -17.96 -32.44 24.59  0.512
C -16.90 -25.02 31.25  -0.088
C -17.45 -26.56 31.18  -0.090
O -16.79 -27.14 30.06  -0.733
O -17.52 -24.33 30.15  -0.771
H -15.81 -24.91 31.17  0.206
H -17.20 -24.50 32.16  0.213
H -18.53 -26.63 31.12  0.168
H -17.23 -27.15 32.07  0.203
H -17.20 -27.97 29.82  0.476
H -17.79 -23.47 30.50  0.509

---

Record 4
Density functional theory data (the ωB97M-V functional and the def2-TZVPD basis) for a molecular structure, C13H33ClFInNO6S3.

* HOMO: -0.172 hartree
* charge: -1
* DFT total energy: -80707.61877 eV

Each line ends with the Mulliken charge.
Element x y z (Å)
N 3.78 -0.36 3.14  -0.605
C 3.61 -1.37 1.99  -0.419
In 2.73 -3.31 2.75  0.770
S 2.65 -3.16 5.28  -0.623
C 3.99 -5.02 1.98  -0.843
C 5.27 -5.38 2.96  -0.463
C 4.73 -6.30 4.25  -0.055
F 4.38 -7.63 3.65  -0.337
C 0.57 -3.68 2.02  -0.584
C -0.33 -3.84 3.38  -0.406
C -1.93 -4.04 3.14  -0.422
Cl -2.80 -2.40 2.93  -0.244
H 4.62 0.24 2.93  0.215
H 4.03 -0.93 3.98  0.200
H 4.72 -1.62 1.63  0.147
H 3.07 -0.91 1.05  0.172
H 1.78 -2.04 5.49  0.088
H 3.32 -5.99 1.82  0.219
H 4.39 -4.69 0.91  0.217
H 5.97 -6.10 2.33  0.278
H 5.89 -4.44 3.30  0.260
H 3.78 -5.84 4.76  0.097
H 5.66 -6.36 4.98  0.216
H 0.24 -2.78 1.34  0.008
H 0.57 -4.68 1.37  0.213
H -0.10 -2.89 4.05  0.147
H 0.10 -4.77 3.98  0.217
H -2.22 -4.76 2.26  0.284
H -2.37 -4.51 4.14  0.287
O -0.17 1.22 -0.74  -0.664
S -1.31 0.33 -0.69  1.257
O -1.27 -1.00 -1.26  -0.615
O -2.61 1.11 -1.27  -0.299
C -2.54 1.70 -2.55  -0.255
C -2.69 0.67 -3.65  -1.036
C -1.85 0.20 0.99  -0.901
H -1.61 2.27 -2.67  0.321
H -3.37 2.42 -2.63  0.208
H -1.83 -0.01 -3.67  0.303
H -2.77 1.15 -4.63  0.380
H -3.58 0.05 -3.49  0.269
H -1.93 1.21 1.42  0.367
H -1.11 -0.37 1.55  0.344
H -2.81 -0.31 1.02  0.291
O -1.47 6.43 -6.18  -0.648
S -1.63 6.03 -4.80  1.138
O -2.14 4.73 -4.43  -0.504
O -2.48 7.18 -4.01  -0.273
C -3.74 7.57 -4.53  -0.333
C -4.82 6.56 -4.20  -0.948
C -0.09 6.29 -3.95  -0.964
H -3.68 7.75 -5.61  0.320
H -4.00 8.53 -4.06  0.267
H -4.65 5.62 -4.73  0.261
H -5.80 6.93 -4.49  0.383
H -4.82 6.33 -3.13  0.260
H 0.28 7.29 -4.18  0.336
H 0.62 5.54 -4.31  0.373
H -0.25 6.16 -2.88  0.327

---

Which value of HOMO does entry 2 give? -0.031 hartree